# 1
C25H42BN2O12PS4 | wB97M-V/def2-TZVPD

Calculated values
- highest occupied orbital energy (eV) = -8.54
- LUMO (eV) = -0.47
- structure (SMILES) = N=[PH2]c1ccc(CB(O)O)c2c1C(=O)NC2=O.O=S1(=O)CCCC1.O=S1(=O)CCCC1.O=S1(=O)CCCC1.O=S1(=O)CCCC1

```
! RIJCOSX wB97M-V def2-TZVPD def2/J DEFGRID3
* xyz 0 1
N 6.92 0.10 0.21
P 6.32 -0.35 -1.18
C 4.68 -1.15 -1.04
C 3.61 -0.68 -1.77
C 2.39 -1.29 -1.61
C 2.22 -2.36 -0.77
C 0.82 -2.94 -0.64
B 0.10 -1.97 0.41
O 0.52 -2.03 1.75
O -0.86 -1.06 0.04
C 3.27 -2.86 -0.05
C 4.48 -2.21 -0.21
C 5.44 -2.94 0.72
O 6.60 -2.74 0.95
N 4.70 -3.95 1.36
C 3.36 -4.02 0.91
O 2.55 -4.85 1.23
H 7.05 1.11 0.19
H 6.14 0.78 -2.02
H 7.18 -1.26 -1.83
H 3.72 0.17 -2.44
H 1.51 -0.94 -2.14
H 0.92 -3.96 -0.24
H 0.29 -2.91 -1.60
H 1.37 -1.58 1.78
H -0.42 -0.19 0.05
H 5.17 -4.83 1.52
C 4.89 -4.35 -6.46
C 3.58 -3.83 -7.07
C 2.87 -3.00 -5.99
S 4.15 -2.35 -4.92
O 4.01 -2.95 -3.62
O 4.26 -0.93 -5.10
C 5.52 -3.15 -5.75
H 5.56 -4.76 -7.21
H 4.67 -5.14 -5.73
H 3.81 -3.19 -7.93
H 2.95 -4.64 -7.43
H 2.31 -2.17 -6.42
H 2.21 -3.62 -5.39
H 6.28 -3.43 -5.02
H 5.94 -2.44 -6.47
C 3.08 3.87 0.81
C 2.08 3.82 1.97
C 0.67 3.72 1.37
S 0.87 2.90 -0.22
O 0.52 3.82 -1.26
O 0.29 1.58 -0.14
C 2.65 2.76 -0.15
H 4.10 3.72 1.15
H 3.02 4.83 0.31
H 2.28 2.94 2.59
H 2.17 4.70 2.61
H 0.00 3.14 1.99
H 0.24 4.70 1.18
H 3.06 2.86 -1.15
H 2.89 1.77 0.25
C -4.03 -0.50 0.02
C -5.20 -1.31 -0.55
C -6.48 -0.83 0.16
S -6.18 0.88 0.62
O -6.16 0.97 2.06
O -7.01 1.75 -0.17
C -4.50 0.96 0.03
H -3.13 -0.62 -0.57
H -3.82 -0.82 1.04
H -5.29 -1.12 -1.62
H -5.06 -2.38 -0.41
H -7.35 -0.87 -0.50
H -6.67 -1.39 1.07
H -3.91 1.60 0.68
H -4.52 1.37 -0.98
C -7.88 3.61 4.98
C -6.95 2.39 4.94
C -5.58 2.85 5.44
S -5.87 4.23 6.55
O -5.31 5.42 5.96
O -5.56 3.83 7.90
C -7.65 4.27 6.33
H -8.92 3.33 4.85
H -7.61 4.30 4.18
H -7.34 1.62 5.61
H -6.89 1.96 3.95
H -5.06 2.06 5.98
H -4.96 3.20 4.62
H -7.99 5.30 6.38
H -8.09 3.69 7.14
*
```

Here are the Mulliken charges for atoms 1 to 6, given in e: number 1, N, carries -0.69; number 2, P, carries 0.34; number 3, C, carries 1.14; number 4, C, carries -1.17; number 5, C, carries -0.63; number 6, C, carries 1.10

# 2
C36H31N11O5Ti | wB97M-V/def2-TZVPD

Calculated values
- highest occupied orbital energy (spin up / spin down) (eV) = -6.03 / -6.20
- LUMO (spin up / spin down) (eV) = -0.42 / -0.60

```
! RIJCOSX wB97M-V def2-TZVPD def2/J DEFGRID3
* xyz 0 1
Ti 0.80 0.97 -0.18
O 3.27 -0.98 -2.66
C 2.88 -0.17 -1.84
O 1.64 0.18 -1.69
C 3.88 0.39 -0.80
C 3.54 -0.24 0.56
C 4.70 -0.01 1.55
C 4.50 1.47 1.93
C 3.32 1.86 1.03
O 2.51 0.66 1.06
C 3.76 1.91 -0.45
C 2.68 2.64 -1.30
O 3.00 3.23 -2.31
O 1.48 2.59 -0.81
H 4.87 0.12 -1.15
H 3.18 -1.26 0.53
H 4.60 -0.67 2.42
H 5.65 -0.21 1.06
H 4.23 1.58 2.98
H 5.38 2.09 1.74
H 2.74 2.70 1.37
H 4.70 2.43 -0.60
C 0.78 6.29 0.44
C 1.51 5.32 1.11
N 0.98 4.17 1.49
C -0.31 3.97 1.23
C -1.05 4.97 0.60
N -0.52 6.11 0.20
C -0.96 2.70 1.64
C -2.11 2.85 2.37
C -2.85 1.75 2.83
C -2.38 0.51 2.45
C -1.21 0.37 1.71
N -0.44 1.45 1.29
C -0.73 -0.91 1.28
C -1.21 -2.14 1.72
N -0.78 -3.30 1.27
C 0.22 -3.24 0.35
C 0.75 -2.07 -0.08
N 0.29 -0.85 0.35
C -4.05 1.91 3.66
C -5.10 1.00 3.62
C -6.20 1.20 4.44
N -6.32 2.23 5.28
C -5.31 3.09 5.32
C -4.17 2.98 4.55
H 1.22 7.21 0.10
H 2.56 5.47 1.34
H -2.11 4.84 0.40
H -2.45 3.86 2.59
H -2.91 -0.38 2.74
H -1.99 -2.20 2.47
H 0.58 -4.19 -0.02
H 1.54 -2.06 -0.81
H -5.08 0.15 2.95
H -7.04 0.51 4.43
H -5.43 3.91 6.03
H -3.38 3.71 4.65
N -2.10 1.76 -1.12
N -0.79 1.38 -1.55
H -2.70 1.91 -1.92
H -2.05 2.63 -0.61
H -0.39 2.04 -2.21
H -0.90 0.45 -2.02
N 2.18 -8.80 -5.58
C 1.69 -7.88 -5.11
C 1.07 -6.74 -4.51
C 1.85 -5.74 -3.93
C 1.24 -4.63 -3.36
C -0.14 -4.53 -3.37
C -0.93 -5.53 -3.94
C -0.32 -6.63 -4.52
N -0.76 -3.38 -2.84
C -1.92 -3.32 -2.09
C -2.15 -2.00 -1.85
N -1.17 -1.25 -2.45
C -0.35 -2.10 -3.02
H 2.92 -5.83 -3.92
H 1.84 -3.85 -2.91
H -2.00 -5.43 -3.94
H -0.92 -7.40 -4.98
H -2.44 -4.21 -1.78
H -2.94 -1.54 -1.29
H 0.53 -1.83 -3.59
*
```

Here are the Mulliken charges for atoms 1 to 6, given in e: number 1, Ti, carries -1.15; number 2, O, carries -0.73; number 3, C, carries 0.05; number 4, O, carries 0.08; number 5, C, carries 0.09; number 6, C, carries 0.07

# 3
C14H16N2O3S2 | wB97M-V/def2-TZVPD

Calculated values
- highest occupied orbital energy (eV) = -7.84
- LUMO (eV) = 0.40
- structure (SMILES) = O=C(CSc1nnc(-c2cccs2)o1)OC1CCCCC1

```
! RIJCOSX wB97M-V def2-TZVPD def2/J DEFGRID3
* xyz 0 1
O 0.89 -2.41 -0.09
C 1.02 -2.11 1.01
O 0.19 -1.80 1.90
C -1.23 -1.59 1.39
C -2.24 -2.32 2.25
C -3.48 -1.57 2.47
C -3.90 -0.91 1.17
C -2.97 -0.03 0.61
C -1.54 -0.12 1.20
H -0.90 0.45 0.70
H -1.33 0.28 2.32
H -3.30 0.94 0.93
H -3.10 0.10 -0.48
H -3.73 -1.97 0.44
H -4.95 -0.87 1.05
H -3.41 -0.72 3.25
H -4.30 -2.33 2.86
H -1.57 -2.17 3.39
H -2.10 -3.51 2.13
H -1.16 -1.94 0.46
C 2.50 -1.93 1.44
H 2.66 -1.08 2.43
H 2.95 -2.91 1.93
S 3.80 -1.24 0.38
C 2.88 -0.27 -0.47
N 1.64 0.35 0.20
N 1.13 1.53 -0.66
C 2.32 1.45 -1.52
C 2.27 2.66 -2.58
C 3.17 2.71 -3.50
C 3.00 3.62 -4.47
C 1.72 4.30 -4.29
S 0.99 3.66 -2.75
H 1.20 5.24 -4.73
H 3.51 4.04 -5.32
H 4.23 1.94 -3.54
O 3.16 0.52 -1.52
*
```

Here are the natural (NBO) charges for atoms 1 to 6, given in e: number 1, O, carries -0.59; number 2, C, carries 0.82; number 3, O, carries -0.49; number 4, C, carries 0.08; number 5, C, carries -0.42; number 6, C, carries -0.43

# 4
C38H45AuFN7O3SeSi | wB97M-V/def2-TZVPD

Calculated values
- highest occupied orbital energy (eV) = -12.41
- LUMO (eV) = -4.90

```
! RIJCOSX wB97M-V def2-TZVPD def2/J DEFGRID3
* xyz 2 1
Au 0.31 -0.46 2.23
Se -2.16 -4.28 8.62
N -1.07 -2.94 8.25
C -1.00 -2.85 6.95
C -0.21 -1.84 6.26
C 0.62 -0.96 6.95
C 1.37 -0.05 6.25
C 1.21 0.02 4.88
N 0.37 -0.79 4.22
C -0.28 -1.78 4.86
C -0.99 -2.82 4.10
N -0.83 -2.83 2.77
C -1.43 -3.77 2.06
C -2.22 -4.76 2.63
C -2.37 -4.78 3.99
C -1.74 -3.80 4.76
C -1.79 -3.80 6.21
N -2.47 -4.65 6.92
H 0.67 -1.03 8.03
H 2.06 0.62 6.74
H 1.76 0.73 4.27
H -1.27 -3.73 0.99
H -2.69 -5.50 2.00
H -2.96 -5.54 4.49
F -1.88 -0.15 -4.10
C -0.58 -0.13 -3.73
C -0.28 -0.16 -2.40
C 1.06 -0.19 -1.98
C 1.37 -0.23 -0.55
O 0.35 -0.23 0.23
C 2.74 -0.29 -0.22
C 3.66 -0.32 -1.24
N 3.39 -0.23 -2.54
C 4.46 -0.28 -3.52
C 5.73 0.45 -3.24
C 4.80 0.96 -4.30
C 2.06 -0.18 -2.95
C 1.73 -0.13 -4.31
C 0.41 -0.10 -4.73
N 0.13 -0.05 -6.11
C -1.17 0.42 -6.60
C -1.06 0.62 -8.12
N 0.37 0.87 -8.47
C 1.20 -0.38 -8.26
C 0.69 -1.07 -6.99
C 3.39 -0.32 1.19
O 4.57 -0.63 1.23
O 2.62 0.03 2.13
H -1.07 -0.20 -1.68
H 4.70 -0.41 -0.95
H 4.53 -1.24 -4.02
H 6.65 -0.03 -3.53
H 5.79 1.03 -2.32
H 5.08 0.84 -5.33
H 4.23 1.85 -4.06
H 2.52 -0.07 -5.04
H -1.41 1.36 -6.10
H -1.98 -0.28 -6.41
H -1.66 1.46 -8.46
H -1.37 -0.27 -8.67
H 0.74 1.60 -7.85
H 0.46 1.20 -9.43
H 2.24 -0.06 -8.16
H 1.10 -1.00 -9.14
H 1.50 -1.59 -6.50
H -0.07 -1.82 -7.24
C -1.51 1.65 4.41
Si -1.29 1.42 2.58
C -2.92 0.77 1.86
C -2.81 0.15 0.47
C -3.89 1.96 1.79
C -3.49 -0.28 2.82
C -0.42 2.94 1.86
C -1.25 4.16 2.33
C -0.33 2.98 0.33
C 0.99 3.05 2.46
H -2.34 2.35 4.54
H -0.64 2.11 4.89
H -1.77 0.74 4.94
H -2.41 0.87 -0.25
H -3.80 -0.14 0.12
H -2.17 -0.74 0.46
H -3.62 2.66 1.00
H -3.97 2.51 2.73
H -4.90 1.58 1.56
H -2.81 -1.12 2.96
H -4.43 -0.67 2.41
H -3.72 0.14 3.80
H -2.23 4.21 1.85
H -0.70 5.07 2.05
H -1.38 4.19 3.41
H -1.31 2.87 -0.15
H 0.33 2.21 -0.05
H 0.08 3.95 0.03
H 0.96 3.16 3.55
H 1.46 3.96 2.07
H 1.62 2.21 2.19
*
```

Here are the Mulliken charges for atoms 1 to 6, given in e: number 1, Au, carries 0.40; number 2, Se, carries 0.33; number 3, N, carries -0.84; number 4, C, carries 0.88; number 5, C, carries 0.55; number 6, C, carries -0.52

# 5
C4H6O2 | wB97M-V/def2-TZVPD

Calculated values
- highest occupied orbital energy (eV) = -9.85
- LUMO (eV) = 0.66
- structure (SMILES) = O=CC1(O)CC1

```
! RIJCOSX wB97M-V def2-TZVPD def2/J DEFGRID3
* xyz 0 1
O 0.07 1.00 -1.39
C 0.12 0.14 -0.29
C -0.94 -0.90 -0.27
C -0.94 0.21 0.77
C 1.52 -0.07 0.23
O 2.10 0.86 0.74
H 0.81 1.63 -1.33
H -0.72 -1.92 0.04
H -1.66 -0.82 -1.08
H -0.66 -0.03 1.79
H -1.70 0.97 0.69
H 1.99 -1.06 0.09
*
```

Here are the natural (NBO) charges for atoms 1 to 6, given in e: number 1, O, carries -0.69; number 2, C, carries 0.12; number 3, C, carries -0.43; number 4, C, carries -0.43; number 5, C, carries 0.42; number 6, O, carries -0.50

# 6
C6H12N2OSSi | wB97M-V/def2-TZVPD

Calculated values
- highest occupied orbital energy (eV) = -9.81
- LUMO (eV) = 0.50
- structure (SMILES) = CSC(=O)N(C#N)[Si](C)(C)C

```
! RIJCOSX wB97M-V def2-TZVPD def2/J DEFGRID3
* xyz 0 1
C 1.32 -2.22 -0.23
C 1.82 0.13 -0.14
C -1.95 -2.16 0.54
C -1.03 0.57 1.50
C -1.51 0.11 -1.57
C 4.47 1.00 -0.05
N 1.67 -3.30 -0.30
N 0.83 -1.01 -0.12
O 1.39 1.26 -0.38
Si -0.92 -0.60 0.09
S 3.40 -0.42 0.32
H -2.60 -1.95 1.45
H -2.49 -2.58 -0.40
H -1.25 -2.88 0.92
H -1.64 -0.06 2.20
H -0.01 0.99 1.69
H -1.55 1.54 1.27
H -1.60 -0.67 -2.25
H -2.38 0.66 -1.57
H -0.69 0.67 -2.13
H 4.42 1.24 -1.17
H 5.50 0.68 0.18
H 4.19 1.89 0.49
*
```

Here are the natural (NBO) charges for atoms 1 to 6, given in e: number 1, C, carries 0.41; number 2, C, carries 0.51; number 3, C, carries -1.12; number 4, C, carries -1.18; number 5, C, carries -1.10; number 6, C, carries -0.74

| no. | electronic energy (eV) |
| --- | --- |
| 1 | -107463.393 |
| 2 | -87581.511 |
| 3 | -45559.654 |
| 4 | -136330.668 |
| 5 | -8338.530 |
| 6 | -30157.549 |